DFT (ωB97M-V with the def2-TZVPD basis set) results for a cluster of 2 separate species, C5H12NO in total at a distorted geometry.

The value obtained for the HOMO energy (alpha / beta) is 0.1307 / 0.0841 hartree. Its multiplicity is 2. The energy above the lowest of the compared OMol25 structures with the same formula, charge and spin is 452.64 kJ/mol. The net charge is -2. Its lowest unoccupied orbital energy (alpha / beta) is 7.199 / 7.157 eV. As for the total energy: -8907.9659 eV. Its HOMO-LUMO gap (alpha / beta) is 3.64 / 4.87 eV.

```
19
C5H12NO ωB97M-V with the def2-TZVPD basis set
C -0.580 1.253 -0.248
N -2.273 1.584 0.162
C -1.946 0.629 -0.843
O 2.912 0.284 0.617
C 0.514 0.122 -0.852
C 0.422 -1.198 -0.091
C -0.024 -1.084 1.421
H -0.382 2.248 -0.650
H -0.480 1.256 0.830
H 3.533 0.754 0.043
H -1.880 0.899 -1.922
H -2.271 -0.405 -0.594
H 1.465 0.608 -0.748
H 0.217 0.043 -1.886
H -0.299 -1.887 -0.570
H 1.404 -1.686 -0.009
H -1.082 -0.876 1.614
H 0.575 -0.396 2.006
H 0.174 -2.145 1.721
```